Entry from the Open Molecules 2025 dataset: C34H38BrF5HgI2NO3Sb2 as an isolated structure (ωB97M-V with the def2-TZVPD basis set).

charge	-2
expectation value of S²	0.7665
multiplicity	2
relative energy (zero: lowest compared OMol25 entry of this formula, charge and spin)	83.9	kJ/mol
highest occupied orbital energy (alpha / beta)	-2.1711 / -2.1767	eV

Geometry (Å):
Hg (0.6053, -0.8613, 0.3756)
C (0.9960, -3.7164, -1.0210)
C (1.6209, -3.0914, -2.1370)
C (0.6477, -2.8938, -3.0877)
C (-0.6369, -3.4004, -2.5630)
C (-0.4242, -3.8804, -1.3066)
C (-1.4063, -4.5598, -0.4026)
C (-1.9023, -3.4121, -3.3545)
C (0.8039, -2.2661, -4.4274)
C (3.0659, -2.6976, -2.2202)
C (1.6950, -4.3722, 0.1160)
H (-1.4585, -5.6364, -0.5992)
H (-2.4133, -4.1581, -0.5295)
H (-1.1411, -4.4323, 0.6463)
H (-1.9001, -4.2263, -4.0887)
H (-2.0283, -2.4762, -3.9035)
H (-2.7733, -3.5512, -2.7122)
H (0.2427, -1.3280, -4.4676)
H (0.4150, -2.9191, -5.2156)
H (1.8508, -2.0546, -4.6449)
H (3.6638, -3.4165, -2.7899)
H (3.5062, -2.6171, -1.2259)
H (3.1796, -1.7225, -2.6973)
H (1.1272, -4.3051, 1.0451)
H (2.6791, -3.9476, 0.3013)
H (1.8212, -5.4380, -0.1150)
C (-4.3005, 3.7425, -0.6680)
Sb (-2.2048, 3.2211, -0.5178)
C (-1.7483, 3.9231, -2.5085)
C (-1.6805, 5.1815, 0.3102)
C (-1.8378, 5.2587, 1.7926)
C (-3.0919, 5.5810, 2.3158)
C (-3.3330, 5.6223, 3.6786)
C (-2.2955, 5.3497, 4.5577)
C (-1.0417, 5.0457, 4.0553)
C (-0.7820, 4.9860, 2.6838)
C (0.5948, 4.6326, 2.2299)
Sb (0.9954, 2.4784, 1.9119)
C (3.0882, 2.8263, 2.3317)
C (0.4469, 1.9577, 3.9087)
H (-4.4190, 4.7031, -1.1727)
H (-4.7305, 3.7955, 0.3325)
H (-4.8317, 2.9716, -1.2278)
H (-2.2239, 4.8909, -2.6782)
H (-2.0887, 3.2059, -3.2533)
H (-0.6673, 4.0241, -2.6108)
H (-2.3568, 5.8810, -0.1856)
H (-0.6650, 5.3975, -0.0207)
H (-3.8989, 5.7950, 1.6227)
H (-4.3228, 5.8598, 4.0490)
H (-2.4603, 5.3698, 5.6280)
H (-0.2288, 4.8347, 4.7412)
H (1.3211, 4.9119, 2.9952)
H (0.8711, 5.1402, 1.3049)
H (3.2468, 2.8750, 3.4093)
H (3.3901, 3.7730, 1.8790)
H (3.7004, 2.0212, 1.9296)
H (1.0205, 2.5526, 4.6209)
H (0.6507, 0.8984, 4.0538)
H (-0.6207, 2.1338, 4.0372)
I (2.7520, -1.2174, 1.8684)
I (5.5492, -1.6540, 3.8285)
Br (-6.8096, -0.5450, -2.6558)
C (-5.1878, -0.8746, -1.7200)
C (-5.2293, -1.5192, -0.4947)
N (-4.1296, -1.7757, 0.2041)
C (-2.9638, -1.3717, -0.2965)
C (-2.8293, -0.7323, -1.5221)
C (-3.9784, -0.4870, -2.2592)
C (-1.4868, -0.3149, -2.0978)
O (-1.4317, -0.1428, -3.3139)
O (-0.5503, -0.0745, -1.2666)
H (-6.1740, -1.8374, -0.0685)
H (-2.0875, -1.5797, 0.3020)
H (-3.8978, -0.0102, -3.2267)
F (-5.0238, -2.6874, 4.6456)
C (-4.0420, -2.0185, 4.0006)
C (-4.1011, -0.6445, 3.8488)
F (-5.1531, 0.0261, 4.3573)
C (-3.1032, 0.0402, 3.1880)
F (-3.2217, 1.3797, 3.0831)
C (-1.9698, -0.5954, 2.6223)
O (-1.0555, 0.0314, 1.9816)
C (-1.9544, -1.9952, 2.8275)
F (-0.9208, -2.6983, 2.3080)
C (-2.9524, -2.6880, 3.4775)
F (-2.8759, -4.0253, 3.6006)

=====

Entry from the Open Molecules 2025 dataset: a 9-piece molecular cluster, C27H60N8O11 overall in a non-equilibrium geometry (ωB97M-V with the def2-TZVPD basis set).

charge	+1
expectation value of S²	0.7774
multiplicity	2
highest occupied orbital energy (alpha / beta)	-11.2958 / -11.2955	eV

Geometry (Å):
C (20.7080, -14.1827, -14.8865)
C (21.5583, -14.8172, -15.9381)
O (22.6518, -13.9252, -16.1343)
C (22.6561, -12.9669, -15.2464)
O (23.5479, -12.0958, -15.2514)
O (21.5608, -13.1052, -14.4048)
H (20.4807, -14.9028, -14.1004)
H (19.7944, -13.8526, -15.3810)
H (20.9252, -14.9755, -16.8111)
H (21.8784, -15.7932, -15.5732)
C (18.4592, -14.4901, -18.7083)
C (17.4459, -14.2312, -17.6683)
O (16.5373, -13.4296, -17.9098)
N (17.6321, -14.8289, -16.5120)
C (16.7544, -14.8113, -15.3906)
H (18.0068, -14.7348, -19.6693)
H (19.1403, -15.2848, -18.4041)
H (19.0040, -13.5548, -18.8368)
H (18.2365, -15.6340, -16.5929)
H (17.2264, -15.0455, -14.4364)
H (15.8866, -15.4392, -15.5923)
H (16.4086, -13.7789, -15.3396)
C (20.4907, -24.5270, -14.4780)
C (20.6416, -23.2749, -15.3013)
O (21.6031, -22.5408, -15.1812)
N (19.6323, -23.0091, -16.1754)
C (19.8164, -21.9065, -17.1410)
H (20.8240, -25.4002, -15.0388)
H (19.4255, -24.6577, -14.2878)
H (21.0342, -24.4544, -13.5360)
H (18.9375, -23.7340, -16.2848)
H (18.9706, -22.0888, -17.8039)
H (20.7947, -21.8907, -17.6216)
H (19.7075, -20.9384, -16.6522)
C (19.6896, -11.6484, -22.0446)
C (19.1650, -13.0256, -22.5426)
O (18.2739, -13.1769, -23.4118)
N (19.8873, -14.1000, -22.1854)
C (19.6913, -15.5320, -22.5554)
H (20.6260, -11.4478, -22.5652)
H (19.9101, -11.5780, -20.9795)
H (18.9501, -10.8847, -22.2855)
H (20.7420, -13.8736, -21.6973)
H (20.1089, -15.7170, -23.5451)
H (18.6179, -15.7170, -22.5153)
H (20.2142, -16.1639, -21.8375)
C (22.3522, -18.8758, -21.1541)
C (21.4065, -20.0223, -21.0892)
O (21.1008, -20.5040, -20.0424)
N (20.8986, -20.4030, -22.2748)
C (19.9800, -21.4311, -22.4336)
H (21.8666, -18.0376, -20.6544)
H (22.7021, -18.6121, -22.1522)
H (23.2009, -19.1323, -20.5202)
H (21.0702, -19.8543, -23.1052)
H (19.0524, -20.9077, -22.6653)
H (19.8612, -22.1164, -21.5944)
H (20.2938, -22.0916, -23.2419)
C (21.3545, -18.5977, -16.3862)
C (20.0847, -18.0070, -17.0376)
O (19.5145, -17.0180, -16.5476)
N (19.6025, -18.5874, -18.1418)
C (18.5033, -18.2407, -19.0070)
H (21.1011, -18.8695, -15.3614)
H (22.1527, -17.8581, -16.3232)
H (21.7124, -19.4528, -16.9596)
H (20.1471, -19.3223, -18.5701)
H (18.8943, -18.0684, -20.0098)
H (17.9428, -17.3578, -18.6996)
H (17.7705, -19.0405, -19.1136)
C (24.1635, -14.9829, -12.3174)
C (23.4189, -16.1926, -12.9142)
O (23.7014, -16.6451, -14.0131)
N (22.5398, -16.7598, -12.0648)
C (21.6298, -17.8468, -12.4844)
H (23.7356, -13.9855, -12.4182)
H (25.1107, -14.9969, -12.8566)
H (24.4470, -15.0974, -11.2711)
H (22.1739, -16.1689, -11.3319)
H (20.7380, -17.5592, -13.0413)
H (21.4093, -18.3576, -11.5471)
H (22.1579, -18.5265, -13.1531)
C (14.4522, -16.0739, -19.1290)
C (14.8744, -16.9522, -20.3330)
O (15.2374, -16.3586, -21.3245)
N (14.7302, -18.3103, -20.1627)
C (15.1151, -19.2754, -21.1990)
H (13.3645, -16.0408, -19.0664)
H (14.9475, -15.1030, -19.1284)
H (14.8632, -16.4880, -18.2082)
H (14.5184, -18.7054, -19.2577)
H (14.2789, -19.8883, -21.5354)
H (15.9439, -19.8869, -20.8423)
H (15.3932, -18.6905, -22.0757)
C (13.8542, -21.9202, -18.1798)
C (14.5285, -20.6545, -17.5881)
O (13.9816, -19.5750, -17.7832)
N (15.7610, -20.7128, -17.0135)
C (16.4418, -19.5636, -16.3641)
H (14.6949, -22.5325, -18.5061)
H (13.2133, -21.8457, -19.0584)
H (13.3670, -22.4643, -17.3708)
H (16.2560, -21.5811, -17.1586)
H (15.7740, -18.7094, -16.4753)
H (17.3910, -19.1244, -16.6710)
H (16.5258, -19.6756, -15.2832)

=====

Entry from the Open Molecules 2025 dataset: C4H22CuNO7 as an isolated structure in a non-equilibrium geometry (ωB97M-V with the def2-TZVPD basis set).

multiplicity	1
relative energy (zero: lowest compared OMol25 entry of this formula, charge and spin)	48.1	kJ/mol
highest occupied orbital energy	-8.8502	eV

Geometry (Å):
Cu (1.0775, 3.8480, -0.6275)
O (0.9031, 1.7039, -0.7963)
H (0.2186, 1.0995, -0.4585)
C (-1.1586, -3.6883, 1.6449)
C (-0.5432, -2.7144, 0.6857)
C (-1.0532, -1.2735, 0.8507)
O (-2.4108, -1.1955, 0.4319)
C (-2.7220, 0.1594, 0.1660)
N (0.9259, -2.7723, 0.7583)
H (-2.2234, -3.6948, 1.4083)
H (-1.0487, -3.3458, 2.6742)
H (-0.7859, -4.7004, 1.4912)
H (-0.8079, -3.0492, -0.3182)
H (-0.3940, -0.6070, 0.2909)
H (-0.9351, -0.9020, 1.8712)
H (-2.0061, 0.6672, -0.4809)
H (-2.8896, 0.6337, 1.1335)
H (-3.6648, 0.2411, -0.3758)
H (1.1332, -2.2185, 1.5810)
H (1.3124, -2.1648, 0.0431)
O (-1.0269, 1.9408, -2.7764)
H (-0.4202, 1.6385, -2.0973)
H (-0.9288, 2.8938, -2.7788)
O (2.4585, 1.9418, 1.3302)
H (2.5345, 2.8946, 1.4054)
H (1.9321, 1.8001, 0.5352)
O (1.8153, -1.0121, -1.3870)
H (1.6253, -0.1261, -1.0663)
H (1.5439, -1.0008, -2.3065)
O (2.7807, 1.8395, -2.9989)
H (3.4602, 2.4061, -2.6302)
H (2.1059, 1.7930, -2.3167)
O (-0.5528, 2.1748, 1.9298)
H (-0.1739, 3.0543, 1.9626)
H (-0.0812, 1.7354, 1.2213)

=====

Entry from the Open Molecules 2025 dataset: a 5-piece molecular cluster, C2H12O5 overall in a non-equilibrium geometry (ωB97M-V with the def2-TZVPD basis set).

charge	-1
expectation value of S²	0.7535
multiplicity	2
relative energy (zero: lowest compared OMol25 entry of this formula, charge and spin)	71.6	kJ/mol
highest occupied orbital energy (alpha / beta)	0.3110 / -3.4250	eV

Geometry (Å):
O (0.3012, -2.0549, 1.8374)
C (-0.4113, -1.3838, 1.0097)
C (-1.9344, -1.3646, 0.9792)
H (0.0473, -0.6209, 0.3520)
H (-2.1890, -0.8849, 0.0291)
H (-2.3382, -0.8025, 1.8373)
H (-2.3700, -2.3734, 0.9666)
H (2.7516, 1.9095, 0.1150)
H (1.2845, 2.0715, -0.2943)
O (2.1386, 2.5145, -0.3118)
H (2.5564, -0.4281, 0.1335)
H (2.2809, -0.8082, 1.5412)
O (2.3092, -0.0449, 0.9802)
H (-1.6583, 2.0255, 0.4704)
H (-2.3032, 1.6111, -0.8854)
O (-2.4462, 2.0657, -0.0760)
H (1.2129, -0.2940, -3.4060)
H (-0.0269, -0.3287, -2.5772)
O (0.7950, -0.8088, -2.7010)